Record 1
{
  "formula": "H3O2PSi",
  "method": "ωB97M-V/def2-TZVPD",
  "total_energy_ev": -21311.1965,
  "lumo_ev": -0.08,
  "relative_energy_kcal_mol": 0.0,
  "homo_ev": -10.8,
  "homo_lumo_gap_ev": 10.6676,
  "smiles": "O=PO[SiH3]",
  "symbols": ["H", "H", "Si", "O", "P", "O", "H"],
  "positions_angstrom": [[1.321, -1.297, 0.707], [1.504, 0.085, -1.325], [1.025, -0.100, -0.072], [-0.531, -0.396, -0.479], [-2.141, -0.229, -0.280], [-2.529, 0.842, 0.621], [1.352, 1.095, 0.828]]
}

---

Record 2
{
  "formula": "C72H105F12N3O48",
  "method": "ωB97M-V/def2-TZVPD",
  "total_energy_ev": -211720.1309,
  "lumo_ev": -0.20,
  "homo_ev": -7.9,
  "homo_lumo_gap_ev": 7.7034,
  "symbols": ["H", "C", "N", "H", "O", "C", "O", "H", "C", "C", "C", "O", "H", "C", "C", "O", "C", "O", "C", "C", "H", "F", "H", "C", "H", "H", "C", "H", "C", "C", "H", "H", "C", "C", "O", "C", "H", "H", "O", "H", "C", "C", "C", "O", "O", "H", "C", "H", "O", "H", "H", "H", "C", "H", "F", "C", "C", "O", "H", "C", "F", "H", "O", "O", "H", "H", "H", "H", "H", "C", "H", "O", "H", "H", "H", "C", "H", "H", "H", "O", "C", "H", "H", "O", "O", "H", "O", "C", "O", "H", "H", "H", "H", "O", "H", "H", "H", "C", "H", "H", "H", "O", "H", "H", "O", "O", "C", "H", "H", "H", "H", "O", "H", "O", "O", "H", "O", "F", "H", "O", "H", "H", "H", "N", "H", "H", "C", "O", "H", "C", "H", "C", "C", "C", "H", "C", "C", "H", "H", "H", "C", "H", "C", "C", "C", "H", "O", "F", "H", "C", "C", "C", "H", "H", "H", "H", "C", "C", "H", "H", "C", "O", "O", "C", "O", "C", "H", "O", "H", "C", "H", "H", "C", "C", "H", "F", "H", "C", "O", "C", "H", "H", "H", "O", "H", "F", "O", "H", "H", "H", "C", "H", "O", "C", "C", "F", "C", "C", "O", "H", "N", "C", "O", "H", "O", "O", "C", "C", "H", "C", "C", "F", "O", "F", "H", "C", "C", "O", "C", "O", "C", "H", "H", "H", "O", "H", "F", "H", "H", "O", "H", "C", "H", "H", "H", "H", "C", "C", "F", "O"],
  "positions_angstrom": [[-32.654, 41.307, 27.262], [-29.622, 37.975, 29.669], [-20.528, 25.749, 29.490], [-25.680, 40.089, 23.091], [-23.062, 33.071, 29.243], [-29.739, 30.409, 28.691], [-23.467, 36.396, 35.629], [-28.757, 38.623, 29.525], [-30.455, 35.355, 32.650], [-28.408, 32.469, 34.851], [-22.739, 31.937, 29.882], [-28.463, 37.768, 34.066], [-34.061, 39.358, 28.166], [-26.958, 38.571, 23.705], [-26.231, 38.874, 25.084], [-25.007, 27.830, 33.730], [-27.160, 31.976, 30.950], [-29.907, 32.371, 26.079], [-23.750, 36.058, 26.748], [-22.177, 36.169, 25.143], [-26.752, 29.020, 33.613], [-28.984, 34.786, 30.876], [-32.168, 40.392, 29.932], [-30.489, 30.210, 30.809], [-28.622, 39.415, 21.288], [-27.936, 36.658, 27.990], [-22.295, 33.578, 31.347], [-25.986, 36.853, 31.904], [-21.989, 29.454, 34.691], [-26.336, 37.229, 23.172], [-24.127, 28.893, 26.318], [-19.566, 25.189, 27.993], [-21.359, 27.960, 30.291], [-23.607, 34.719, 26.140], [-21.473, 36.026, 34.564], [-21.504, 24.902, 30.290], [-23.060, 23.588, 29.722], [-19.952, 27.610, 27.638], [-24.271, 29.629, 36.770], [-24.187, 28.788, 39.857], [-28.061, 33.112, 24.902], [-20.178, 27.093, 29.831], [-24.749, 38.565, 31.700], [-23.955, 30.464, 38.743], [-23.130, 36.869, 25.782], [-21.052, 29.627, 32.665], [-33.862, 32.843, 32.097], [-21.368, 22.991, 29.342], [-34.662, 32.039, 31.479], [-27.725, 24.544, 29.555], [-21.988, 28.274, 29.458], [-31.053, 30.841, 34.147], [-33.223, 38.669, 28.267], [-27.227, 40.581, 22.668], [-23.765, 37.698, 31.719], [-24.613, 26.768, 34.411], [-20.919, 24.235, 31.522], [-25.896, 37.702, 30.046], [-25.754, 29.332, 35.009], [-29.191, 37.804, 22.734], [-30.740, 31.041, 35.985], [-25.331, 37.559, 22.909], [-24.172, 31.843, 36.957], [-22.778, 30.832, 29.408], [-26.856, 38.425, 31.797], [-29.301, 39.982, 23.929], [-26.375, 39.358, 21.678], [-23.033, 33.700, 32.140], [-30.008, 38.443, 20.785], [-29.529, 38.924, 21.639], [-28.784, 34.114, 32.814], [-29.210, 39.335, 24.633], [-30.249, 39.235, 31.236], [-33.455, 38.122, 27.354], [-29.690, 32.686, 28.882], [-27.404, 24.920, 30.526], [-31.198, 37.915, 23.821], [-22.903, 30.044, 34.623], [-30.180, 39.729, 21.980], [-26.908, 28.210, 31.106], [-27.263, 27.041, 31.139], [-26.902, 37.183, 21.010], [-23.407, 25.757, 29.917], [-27.249, 32.623, 29.705], [-31.245, 32.038, 24.350], [-23.233, 36.160, 27.702], [-26.324, 25.749, 26.887], [-26.090, 32.640, 31.753], [-30.361, 31.556, 30.568], [-30.971, 35.723, 31.763], [-23.390, 34.010, 26.939], [-22.116, 28.372, 34.683], [-26.879, 24.032, 30.879], [-31.145, 37.923, 26.285], [-27.649, 34.121, 24.892], [-32.243, 40.228, 26.064], [-30.549, 40.745, 29.202], [-19.171, 27.114, 31.057], [-26.601, 35.647, 21.645], [-23.794, 27.609, 37.423], [-27.015, 30.909, 30.778], [-32.778, 32.541, 32.718], [-20.085, 23.569, 31.300], [-23.590, 34.830, 30.150], [-24.588, 39.340, 30.543], [-25.629, 26.536, 35.250], [-28.509, 36.515, 22.178], [-30.236, 35.373, 28.914], [-21.958, 27.243, 32.246], [-30.097, 30.044, 27.728], [-36.411, 34.400, 31.908], [-25.305, 39.225, 28.407], [-36.688, 32.280, 31.027], [-29.214, 33.035, 24.071], [-23.322, 34.750, 34.185], [-31.171, 37.101, 22.272], [-25.675, 33.661, 30.837], [-28.385, 30.300, 28.711], [-22.879, 28.349, 27.286], [-22.513, 34.879, 25.268], [-28.782, 30.094, 33.626], [-29.312, 37.214, 30.385], [-30.527, 36.454, 23.838], [-30.756, 38.434, 27.468], [-24.603, 35.146, 36.847], [-26.498, 33.091, 32.658], [-30.245, 31.206, 34.781], [-30.281, 29.575, 29.682], [-28.159, 32.093, 31.370], [-24.633, 34.691, 34.711], [-26.237, 36.475, 23.953], [-35.699, 32.682, 30.809], [-30.240, 32.518, 24.831], [-31.794, 39.304, 28.032], [-28.277, 38.015, 27.080], [-30.864, 36.160, 28.498], [-28.949, 36.830, 33.470], [-25.143, 38.935, 25.043], [-20.573, 25.022, 32.192], [-28.384, 35.759, 22.953], [-26.086, 28.544, 34.333], [-31.216, 35.661, 27.595], [-25.279, 38.809, 29.545], [-24.966, 28.683, 28.221], [-26.609, 39.684, 22.692], [-23.162, 25.264, 31.508], [-34.287, 34.101, 31.976], [-35.431, 32.773, 29.506], [-18.772, 28.117, 31.208], [-22.064, 23.830, 29.352], [-24.184, 30.743, 37.508], [-28.512, 25.162, 31.526], [-30.961, 41.042, 26.888], [-31.034, 34.456, 32.860], [-24.821, 39.020, 32.688], [-18.369, 26.390, 30.917], [-30.577, 37.308, 23.162], [-31.298, 39.983, 29.419], [-24.804, 36.238, 26.963], [-21.637, 23.679, 32.125], [-24.361, 28.493, 37.715], [-27.687, 33.391, 34.802], [-26.567, 26.032, 30.587], [-23.680, 29.112, 38.949], [-26.311, 34.330, 28.610], [-23.953, 28.216, 27.154], [-29.059, 36.101, 21.333], [-29.743, 32.494, 34.608], [-19.733, 26.842, 31.950], [-22.724, 34.174, 30.055], [-27.983, 32.255, 26.885], [-29.023, 29.372, 35.107], [-31.912, 40.537, 27.056], [-28.617, 32.898, 26.274], [-31.186, 31.960, 28.670], [-24.689, 34.302, 25.493], [-21.873, 34.718, 29.644], [-22.351, 27.221, 31.230], [-28.505, 26.589, 31.503], [-29.061, 34.981, 32.214], [-33.227, 37.972, 29.105], [-25.452, 36.358, 35.890], [-19.801, 28.895, 28.571], [-24.362, 26.937, 26.921], [-22.201, 24.205, 28.337], [-25.509, 35.039, 33.774], [-19.756, 29.554, 34.351], [-31.457, 38.163, 30.686], [-26.388, 38.013, 25.734], [-31.706, 36.358, 29.162], [-20.937, 29.938, 33.704], [-35.485, 34.815, 30.499], [-19.437, 25.044, 28.933], [-24.622, 35.652, 35.882], [-30.234, 31.786, 29.171], [-25.325, 29.995, 28.109], [-19.550, 27.836, 28.625], [-26.733, 27.405, 35.166], [-21.311, 29.773, 35.923], [-18.481, 27.632, 28.565], [-28.451, 38.306, 23.925], [-26.013, 37.836, 31.434], [-23.579, 26.078, 34.311], [-23.228, 27.844, 31.404], [-30.800, 29.752, 31.916], [-28.333, 36.138, 32.472], [-29.974, 37.425, 28.198], [-27.033, 36.607, 21.926], [-24.953, 33.714, 35.075], [-25.695, 26.808, 27.154], [-28.959, 30.367, 34.666], [-28.238, 24.712, 32.698], [-26.102, 27.877, 27.854], [-21.087, 31.307, 33.665], [-28.949, 36.526, 26.453], [-19.910, 29.688, 35.730], [-35.532, 34.113, 31.332], [-18.967, 29.646, 36.565], [-22.632, 35.773, 34.744], [-28.012, 31.223, 35.168], [-26.402, 33.630, 29.629], [-27.511, 26.896, 34.596], [-29.480, 24.771, 31.212], [-27.111, 27.708, 36.142], [-21.250, 36.675, 24.468], [-21.271, 33.905, 31.528], [-25.097, 31.939, 32.199], [-28.628, 33.853, 26.798], [-25.410, 28.323, 37.956], [-22.159, 32.200, 31.037], [-21.007, 28.906, 30.702], [-30.702, 38.858, 30.320], [-27.247, 32.399, 24.772], [-30.518, 38.394, 25.732], [-26.459, 39.814, 25.587], [-24.704, 28.605, 29.276], [-22.638, 25.757, 30.689], [-28.735, 37.070, 27.373], [-22.385, 28.844, 39.069], [-30.166, 36.386, 33.620]]
}

---

Record 3
{
  "formula": "C8H17BO2",
  "method": "ωB97M-V/def2-TZVPD",
  "total_energy_ev": -13341.6821,
  "lumo_ev": 0.59,
  "relative_energy_kcal_mol": 104.0,
  "homo_ev": -9.8,
  "homo_lumo_gap_ev": 10.4365,
  "smiles": "CCCCCB(C)C(=O)OC",
  "symbols": ["H", "H", "H", "H", "C", "O", "H", "H", "H", "H", "C", "H", "C", "C", "O", "C", "H", "H", "H", "C", "H", "H", "C", "B", "H", "C", "H", "H"],
  "positions_angstrom": [[5.053, -0.980, -1.297], [0.517, 0.235, -0.973], [4.773, 0.583, -0.859], [-5.437, 0.437, -1.257], [4.542, -0.417, -0.528], [-3.664, 0.831, -0.297], [2.841, -1.684, -0.420], [-1.435, -2.096, 1.510], [-2.035, -1.139, 2.888], [2.704, -0.557, -1.578], [-2.385, 0.341, -0.500], [4.961, -0.538, 0.495], [0.730, 0.033, 0.111], [-0.284, 0.736, 1.043], [-1.875, 0.199, -1.622], [2.294, 0.307, 0.319], [2.625, 1.265, -0.009], [0.172, 0.565, 2.010], [2.549, 0.195, 1.463], [3.112, -0.567, -0.574], [-4.844, 2.142, -1.102], [-3.056, -1.677, 1.448], [-2.069, -1.271, 1.674], [-1.618, -0.026, 0.841], [0.625, -1.030, 0.212], [-4.512, 1.161, -1.406], [-0.302, 1.919, 0.784], [-3.979, 1.031, -2.376]]
}

---

Record 4
{
  "formula": "C28H33N3O8S",
  "method": "ωB97M-V/def2-TZVPD",
  "total_energy_ev": -61255.9747,
  "lumo_ev": -0.62,
  "relative_energy_kcal_mol": 34.1,
  "homo_ev": -8.2,
  "homo_lumo_gap_ev": 7.5624,
  "smiles": "COc1ccc([C@@H]2/C(=C(/O)c3ccc(S(=O)(=O)N4CCOCC4)cc3)C(=O)C(=O)N2CCN2CCOCC2)cc1",
  "symbols": ["H", "H", "C", "O", "C", "H", "H", "H", "H", "N", "H", "C", "H", "C", "C", "H", "H", "C", "C", "H", "C", "H", "C", "O", "H", "O", "C", "H", "C", "H", "N", "H", "C", "O", "C", "C", "O", "C", "C", "H", "O", "H", "C", "N", "O", "H", "C", "C", "H", "H", "H", "H", "H", "H", "C", "H", "H", "H", "C", "C", "C", "H", "S", "C", "H", "C", "H", "O", "C", "C", "H", "C", "H"],
  "positions_angstrom": [[-1.527, -7.081, -0.469], [-1.267, -3.401, 1.565], [-3.209, 0.775, 0.958], [4.197, 6.222, 0.701], [-0.272, 1.772, -0.480], [0.007, -6.968, -2.287], [3.237, 4.832, -0.488], [-0.751, 0.756, 2.738], [-1.841, -2.065, -2.421], [2.906, 4.112, 2.177], [-0.577, -7.532, -3.886], [3.080, 6.504, 1.521], [-3.684, -5.616, -2.079], [-0.929, 1.482, 1.931], [-0.163, 1.046, 0.702], [3.306, -1.310, -2.249], [-2.353, -1.324, 2.433], [-2.590, -0.742, -0.897], [-1.971, -1.886, -1.366], [-2.046, -5.537, -4.059], [-2.791, -5.634, -1.446], [3.820, 5.571, 3.318], [1.102, 0.159, -1.629], [1.653, -0.187, -2.812], [-0.395, -4.974, -3.662], [-1.477, 4.871, 2.769], [-2.395, 1.638, 1.625], [0.707, -0.680, 1.617], [-1.251, -5.546, -3.307], [3.242, 7.507, 1.918], [-1.755, -4.876, -2.122], [0.276, 1.899, -2.547], [2.419, -1.374, -2.886], [-4.455, 1.090, 0.646], [-1.576, 3.717, 2.415], [1.613, 3.704, 1.663], [-1.925, -7.689, -2.403], [2.949, 5.485, 2.661], [-1.641, -2.639, 0.899], [-3.176, -7.683, -0.830], [-3.934, 3.444, 1.737], [2.730, -1.451, -3.927], [-2.811, 2.989, 1.915], [-0.572, 2.807, 2.401], [-0.300, -5.103, 0.019], [1.789, -1.479, -0.412], [-0.848, -6.985, -2.981], [4.032, 3.876, 1.291], [-4.636, 2.016, 0.963], [4.940, 3.941, 1.899], [5.022, 4.778, -0.427], [-0.855, 2.682, -0.495], [2.164, 6.507, 0.910], [-2.963, 0.001, -1.584], [-1.493, -2.815, -0.463], [1.050, 4.527, 1.202], [1.249, 2.245, 3.221], [3.961, 2.871, 0.873], [0.766, 3.136, 2.816], [-2.239, -1.485, 1.372], [-2.346, -7.080, -1.202], [1.828, -2.252, -2.612], [-0.606, -4.237, -1.086], [0.355, 1.343, -1.627], [1.754, 2.926, 0.910], [1.227, -0.560, -0.444], [-3.006, -5.135, -0.500], [0.489, -3.774, -1.891], [4.118, 4.918, 0.168], [-2.696, -0.525, 0.474], [2.049, 5.694, 3.239], [0.602, -0.109, 0.706], [0.687, 3.891, 3.602]]
}